[1]
# C58H71BMnN8P2S3

C58H71BMnN8P2S3 as an isolated structure at a distorted geometry (ωB97M-V/def2-TZVPD, the OMol25 dataset).

The calculation puts the highest occupied orbital energy (spin up / spin down) at -11.7 / -11.7 eV. As for the total energy: -156290.9437 eV. The relative energy (zero: lowest compared OMol25 entry of this formula, charge and spin) is 0.0000 eV. As for the expectation value of S²: 8.771. As for the net charge: +2. The gap between HOMO and LUMO (spin up / spin down) is 5.81 / 5.34 eV. Its spin multiplicity is 6.

Positions of all 144 atoms, in Å:
Mn -0.00988 -0.47449 -0.90073
C 5.40979 -1.64050 0.21420
C 4.31630 -1.58979 1.22587
C 4.41878 -2.09080 2.48384
C 3.31440 -2.05763 3.39310
N 2.19888 -1.47612 3.06913
N 2.12021 -0.93961 1.83344
B 0.83766 -0.22335 1.53499
N 0.88540 1.28641 1.63803
N 1.26079 1.46202 2.93423
C 1.50516 2.65806 3.36175
C 1.36919 3.77986 2.48939
C 1.04661 3.61498 1.18493
C 0.97971 4.75919 0.22857
C 0.80632 2.26807 0.70731
S 0.51618 2.00699 -0.92664
C 1.94548 2.83071 4.80283
C 0.83665 3.57021 5.56477
C 3.23387 3.66806 4.83159
C 2.21327 1.47456 5.45342
N -0.37195 -0.94726 2.09246
N -1.00938 -0.32430 3.09637
C -1.91484 -1.00236 3.74019
C -2.23453 -2.33992 3.37085
C -1.63137 -2.94963 2.31463
C -1.95402 -4.33453 1.86132
C -0.66502 -2.16974 1.61874
S 0.13927 -2.65895 0.19329
C -2.65147 -0.31835 4.87740
C -2.63595 -1.22785 6.11576
C -1.98793 1.00959 5.23477
C -4.09852 -0.07593 4.42162
C 3.04716 -1.02407 0.87606
S 2.61238 -0.48907 -0.66764
C 3.41108 -2.70374 4.76250
C 3.74877 -4.19103 4.57388
C 2.09088 -2.57909 5.52110
C 4.52975 -2.01811 5.56038
H 6.30750 -2.08659 0.63688
H 5.64569 -0.63792 -0.14722
H 5.09761 -2.22548 -0.65335
H 5.34584 -2.55048 2.80302
H 1.55696 4.77274 2.87845
H 1.06774 5.70628 0.75873
H 0.05138 4.74544 -0.34257
H 1.78789 4.68907 -0.50267
H 0.59974 4.53280 5.10451
H 1.16360 3.76892 6.58666
H -0.07997 2.97709 5.61016
H 3.06474 4.70454 4.53481
H 4.00110 3.24233 4.18095
H 3.63026 3.68536 5.84766
H 1.37098 0.79233 5.33625
H 2.40475 1.61815 6.51817
H 3.08772 0.99355 5.00841
H -3.00386 -2.86440 3.92285
H -2.87695 -4.68426 2.31913
H -1.14925 -5.01882 2.14055
H -2.04923 -4.37412 0.77661
H -1.61528 -1.49753 6.39702
H -3.20861 -2.14501 5.97167
H -3.08563 -0.69960 6.95710
H -0.94915 0.86235 5.53725
H -2.52687 1.46729 6.06586
H -1.99290 1.70808 4.39696
H -4.62831 -1.01122 4.22815
H -4.12771 0.52587 3.50904
H -4.64679 0.45784 5.19967
H 2.97519 -4.70374 3.99809
H 3.81862 -4.67376 5.54952
H 4.70459 -4.33873 4.06830
H 1.27479 -3.06601 4.98280
H 1.81444 -1.53509 5.67941
H 2.19415 -3.06117 6.49434
H 5.50593 -2.14057 5.08706
H 4.59152 -2.46122 6.55533
H 4.33745 -0.94963 5.67930
C 0.69292 -1.84419 -4.47051
P -0.04290 -0.45670 -3.52545
C 0.42666 1.14739 -4.20522
C 1.78137 1.40232 -4.42327
C 2.19503 2.64200 -4.88546
C 1.26158 3.64323 -5.11671
C -0.08337 3.40577 -4.86822
C -0.50245 2.16559 -4.41007
C -1.84451 -0.65290 -3.70945
C -2.61823 -0.26733 -4.80507
C -3.97462 -0.55146 -4.82174
C -4.57529 -1.22912 -3.76503
C -3.81433 -1.63313 -2.67696
C -2.46147 -1.33052 -2.66389
P 1.46515 -1.41458 -6.11752
C 1.83935 -3.09279 -6.74148
C 2.37788 -3.14926 -8.02829
C 2.68592 -4.36387 -8.61658
C 2.47683 -5.54753 -7.91943
C 1.96003 -5.50336 -6.63422
C 1.64058 -4.28359 -6.05030
C -0.03189 -1.01274 -7.09170
C -1.00757 -1.94863 -7.43000
C -2.11009 -1.57434 -8.18053
C -2.25147 -0.25516 -8.59860
C -1.28355 0.68476 -8.27305
C -0.17305 0.30402 -7.52909
H -0.11599 -2.57222 -4.57116
H 1.46759 -2.29965 -3.85054
H 2.52450 0.63475 -4.24330
H 3.24610 2.82298 -5.06981
H 1.58303 4.60806 -5.48756
H -0.81258 4.18764 -5.03937
H -1.55524 2.00130 -4.21991
H -2.16724 0.24468 -5.64681
H -4.56850 -0.25538 -5.67764
H -5.63465 -1.45013 -3.80215
H -4.26475 -2.17157 -1.85320
H -1.84592 -1.71201 -1.84930
H 2.55685 -2.23309 -8.58220
H 3.09698 -4.38763 -9.61778
H 2.72082 -6.49757 -8.37675
H 1.79828 -6.42070 -6.08194
H 1.23649 -4.28834 -5.04462
H -0.89028 -2.98386 -7.12595
H -2.85577 -2.31111 -8.45296
H -3.10880 0.03425 -9.19386
H -1.38254 1.70835 -8.61282
H 0.59371 1.03413 -7.29006
N -1.91052 0.26453 0.02413
C -2.54756 1.14360 0.43127
N -3.26399 2.11524 0.90885
C -4.29969 2.75808 0.05955
C -4.99577 3.82685 0.88410
C -4.00944 4.88678 1.38288
C -2.70188 4.26620 1.92530
C -2.85129 2.77396 2.16745
H -4.99621 1.99059 -0.27549
H -3.81714 3.19579 -0.81829
H -5.51228 3.34884 1.71975
H -5.76959 4.28753 0.27134
H -4.49220 5.49078 2.15030
H -3.76976 5.56645 0.56388
H -2.39691 4.74684 2.85607
H -1.88776 4.41337 1.21319
H -3.60134 2.56888 2.93378
H -1.91609 2.31178 2.48691

---

[2]
# C58H71ClFGeN4O6PbSb

C58H71ClFGeN4O6PbSb as an isolated structure at a distorted geometry (ωB97M-V/def2-TZVPD, the OMol25 dataset).

The calculation puts the highest occupied orbital energy (spin up / spin down) at -10.3 / -10.3 eV. As for the total energy: -163083.1082 eV. The relative energy (zero: lowest compared OMol25 entry of this formula, charge and spin) is 0.7673 eV. As for the expectation value of S²: 0.796. As for the net charge: +1. The gap between HOMO and LUMO (spin up / spin down) is 8.41 / 6.47 eV. Its spin multiplicity is 2.

Positions of all 144 atoms, in Å:
Pb 0.06521 0.28220 -0.49803
C -0.44592 -6.87009 4.01999
C 0.74437 -6.16773 4.11753
C 0.73409 -4.78438 4.11577
C -0.46484 -4.08666 4.02542
C -1.65679 -4.80089 3.96246
C -1.64862 -6.18591 3.95593
Ge -0.51069 -2.10767 3.76905
C -2.38091 -1.45270 3.76586
C -2.78699 -0.73667 4.88400
C -4.09355 -0.29708 5.00020
C -5.01322 -0.59940 4.01006
C -4.62287 -1.34085 2.90561
C -3.30860 -1.75748 2.78200
C 0.66208 -0.99632 4.94432
C 0.41106 0.36609 5.06797
C 1.08232 1.11968 6.01558
C 2.02718 0.52534 6.83464
C 2.29939 -0.82584 6.70226
C 1.60617 -1.58737 5.77651
H -0.43582 -7.94902 3.98842
H 1.68277 -6.69852 4.17999
H 1.66983 -4.24257 4.15682
H -2.59878 -4.26786 3.90789
H -2.58033 -6.72942 3.89054
H -2.07218 -0.51972 5.66532
H -4.38740 0.28598 5.86003
H -6.03387 -0.26015 4.10651
H -5.34373 -1.59180 2.14063
H -2.99610 -2.30283 1.90421
H -0.30786 0.83666 4.41198
H 0.87393 2.17357 6.10718
H 2.54091 1.10243 7.58860
H 3.03819 -1.29302 7.33597
H 1.79064 -2.65115 5.70476
C 0.48629 -4.18725 -3.60488
C 1.53097 -3.11680 -3.68150
C 2.61443 -3.29217 -4.54675
C 3.59982 -2.31511 -4.65802
C 4.76323 -2.49671 -5.58452
C 3.51285 -1.17482 -3.88628
C 2.44992 -0.95854 -2.96116
C 1.43932 -1.96373 -2.93592
N 2.32536 0.05277 -2.09854
C 3.42916 0.92382 -1.76492
C 3.00981 1.76933 -0.55590
C 4.11947 2.70981 -0.08725
C 4.50055 3.65553 -1.22413
C 4.94861 2.81935 -2.41856
C 6.16133 1.98034 -2.01528
C 5.78133 1.04621 -0.86822
C 5.32913 1.87578 0.33060
C 4.66676 0.10896 -1.32064
C 3.80500 1.91919 -2.88469
H -0.10570 -4.18429 -4.52009
H -0.17961 -4.03001 -2.76070
H 0.95019 -5.16837 -3.51508
H 2.68215 -4.19397 -5.13652
H 4.56370 -3.27170 -6.31926
H 5.64196 -2.79083 -5.00947
H 4.99132 -1.56830 -6.10553
H 4.27820 -0.43102 -4.02662
H 0.61974 -1.83298 -2.24742
H 2.76834 1.08291 0.25183
H 2.11993 2.35270 -0.80626
H 3.75615 3.29061 0.76923
H 5.31230 4.31309 -0.90805
H 3.64463 4.27819 -1.49614
H 5.22174 3.47996 -3.24822
H 6.96923 2.63951 -1.69354
H 6.51874 1.40155 -2.86912
H 6.65027 0.44049 -0.59059
H 6.14148 2.52681 0.65869
H 5.06431 1.22145 1.16526
H 4.36215 -0.54068 -0.49515
H 5.03475 -0.52846 -2.12395
H 4.09962 1.41144 -3.79977
H 2.92342 2.52294 -3.11424
Cl 0.99580 5.22293 3.43145
C 1.40047 3.59096 3.07183
C 2.39712 2.93174 3.78011
C 2.66022 1.61209 3.45108
C 1.91869 1.01492 2.44720
N 1.00104 1.66445 1.73946
C 0.74019 2.92331 2.04122
H 2.94827 3.43323 4.56038
H 3.42609 1.05467 3.96679
H 2.05714 -0.02781 2.20296
H -0.01643 3.42664 1.45906
C -2.75824 -2.24140 -4.18643
C -2.26910 -0.85056 -4.55747
C -0.95822 -0.90655 -5.31806
Sb -2.08227 0.37939 -2.70283
C -1.88516 2.39066 -3.60267
C -2.58944 2.50085 -4.94384
C -0.40679 2.73113 -3.70825
C -4.25695 0.32468 -2.25739
C -4.49417 -0.60921 -1.08375
C -4.78144 1.71709 -1.97487
H -2.79054 -2.88186 -5.06843
H -3.76040 -2.20354 -3.76349
H -2.09867 -2.70808 -3.45702
H -3.02162 -0.36055 -5.17817
H -0.16821 -1.31890 -4.69586
H -0.65346 0.08249 -5.65049
H -1.06107 -1.53420 -6.20342
H -2.35393 3.06664 -2.88498
H -2.09973 1.88433 -5.69375
H -2.57194 3.53167 -5.29808
H -3.63198 2.19563 -4.87166
H 0.13076 1.99700 -4.30857
H 0.04749 2.76121 -2.71708
H -0.27860 3.70643 -4.17809
H -4.74828 -0.07879 -3.14799
H -3.93746 -0.28082 -0.20782
H -4.18299 -1.62592 -1.32375
H -5.55397 -0.62471 -0.82789
H -4.18623 2.18598 -1.19614
H -5.82005 1.67197 -1.64635
H -4.73826 2.33662 -2.86636
F -7.19203 3.59244 0.24945
C -5.90422 3.83216 0.54875
C -5.18875 2.88825 1.18917
N -3.88218 3.06633 1.52439
C -3.11448 2.00653 2.12916
C -2.18670 1.31334 1.11122
O -1.56606 0.30788 1.50484
O -2.08620 1.80005 -0.03188
C -3.20068 4.21541 1.16354
O -2.03825 4.39365 1.44183
N -3.96171 5.14933 0.50436
C -5.31756 5.11013 0.15987
O -5.85461 6.04082 -0.38035
H -5.64125 1.94661 1.45999
H -3.77537 1.27493 2.59311
H -2.45563 2.43482 2.88987
H -3.47329 6.00408 0.25543
C 0.19526 -4.20776 0.96017
C 0.13732 -2.70559 0.93047
O -0.01296 -2.15580 -0.16543
O 0.29553 -2.02823 2.00576
H -0.65383 -4.60026 1.51506
H 1.09890 -4.53901 1.46628
H 0.16971 -4.59179 -0.05446